Entry 1:
DFT (ωB97M-V/def2-TZVPD) results for 3 unconnected molecules or ions with the total composition C3H12O2S2.

Geometry as XYZ:
```
19
Properties=species:S:1:pos:R:3:forces:R:3:mulliken_charge:R:1
C -0.3155 -2.7747 0.5327 -0.4 0.1 -0.2 -1.04
C 0.1088 -1.8130 -0.5640 0.0 0.6 -0.3 -0.42
S -0.9876 -0.3047 -0.5414 -0.1 -0.9 0.0 -0.17
S -0.4854 0.6836 -2.2324 0.6 0.4 -0.2 -0.08
C 0.9460 1.6866 -1.6333 -0.7 0.0 0.4 -0.64
H -1.2544 -3.2029 0.1783 -0.1 -0.1 0.3 0.30
H -0.5042 -2.3020 1.4965 0.1 0.1 0.0 0.27
H 0.3799 -3.5967 0.6833 0.2 0.1 -0.1 0.34
H 1.1061 -1.3790 -0.5252 0.2 -0.4 0.3 0.35
H 0.0068 -2.3266 -1.5187 -0.1 0.3 -0.1 0.43
H 1.6202 2.0102 -2.4208 -0.1 -0.3 -0.3 0.36
H 0.5491 2.5656 -1.1304 0.0 0.0 0.1 0.27
H 1.4443 1.0567 -0.9057 0.4 0.1 0.0 0.17
O -1.3049 2.9446 0.7906 0.0 0.5 -0.1 -0.62
H -1.9359 2.3205 0.4331 -0.1 -0.2 0.0 0.30
H -0.7993 2.4799 1.4616 0.2 -0.2 0.1 0.33
O 0.7747 0.9282 1.9495 -0.7 -0.5 0.2 -0.64
H 0.4062 0.4746 2.7300 0.4 0.3 -0.3 0.30
H 0.2450 0.5489 1.2162 0.3 0.2 0.2 0.19
```
Forces are in eV/Å.

- HOMO level (eV) = -9.2
- SMILES string = CCSSC.O.O
- LUMO energy (Eh) = 0.018
- ΔE to the lowest compared entry with this formula, charge and spin (kcal per mole) = 8.0
- max |F| (Eh/bohr) = 0.018

Entry 2:
DFT (ωB97M-V/def2-TZVPD) results for 3 unconnected molecules or ions with the total composition C27H52N6O4P2.

Geometry as XYZ:
```
91
Properties=species:S:1:pos:R:3:forces:R:3:mulliken_charge:R:1
C -4.1602 -0.1954 -0.4808 1.1 -0.6 -0.1 -1.08
C -3.9557 -1.7135 0.0832 -0.5 0.3 -1.2 0.39
C -4.9586 -2.6464 -0.8022 0.9 0.8 -0.4 -1.10
C -2.4310 -2.0951 -0.2314 -0.7 0.6 0.3 -0.63
C -1.9740 -3.5467 0.2857 1.6 0.3 -1.0 -0.71
C -1.6361 -4.4775 -0.9790 0.0 -2.2 -1.3 0.37
C -2.3742 -5.8473 -1.0523 2.8 0.8 -3.5 -0.62
C -2.0936 -6.7467 -2.2784 1.3 2.8 0.4 -0.43
C -1.1309 -6.3368 -3.4167 -0.1 1.8 2.1 -0.59
C -0.3523 -4.9993 -3.3613 -2.5 -0.7 2.8 0.06
C -0.6286 -4.0813 -2.1068 -0.9 -1.9 -0.5 0.63
C 0.1895 -2.7191 -2.0614 0.8 2.0 1.5 0.51
O 0.5521 -2.1165 -1.0030 -1.5 -2.5 -3.6 -0.57
C 0.5838 -2.0086 -3.4676 -0.1 -3.6 -1.4 -0.34
C 0.8086 -2.8735 -4.5816 -0.7 1.7 2.3 -0.40
C 0.6597 -4.4781 -4.4783 0.9 -0.4 -1.1 0.33
O 1.3189 -5.2152 -5.2528 -2.5 2.3 2.7 -0.55
H -5.2334 0.0167 -0.8030 1.4 -0.2 0.8 0.35
H -3.5144 -0.1570 -1.4420 -1.1 0.1 1.4 0.22
H -3.7061 0.5923 0.2256 -1.0 -1.1 -1.1 0.15
H -4.1984 -1.7949 1.2032 0.4 0.1 -1.6 0.35
H -4.5416 -3.7021 -0.9352 -0.8 1.3 0.4 0.24
H -6.0313 -2.6268 -0.4181 1.5 -0.2 -0.4 0.33
H -4.9481 -2.1650 -1.8558 -0.1 -0.9 1.6 0.28
H -1.7803 -1.2645 0.2251 -0.8 -1.4 -0.7 0.25
H -2.3067 -2.0159 -1.3783 -0.2 -0.2 1.8 0.25
H -2.6973 -4.0526 1.0063 0.7 0.6 -1.3 0.40
H -0.9815 -3.4076 0.8615 -1.6 -0.3 -0.9 0.26
H -3.1015 -6.2166 -0.2477 1.3 0.9 -1.3 0.30
H -2.6252 -7.7555 -2.3371 0.9 1.6 0.0 0.31
H -1.0055 -7.0503 -4.3106 -0.1 1.4 1.6 0.34
H 0.7080 -0.8807 -3.5336 -0.1 -1.7 0.3 0.39
H 1.1065 -2.3696 -5.5672 -0.3 -1.3 1.4 0.31
C 4.7213 -2.8028 1.3334 0.0 -0.3 -0.4 -0.73
N 4.7826 -1.3552 1.2357 -1.2 -0.2 0.5 0.02
C 3.5237 -0.7629 1.6942 0.1 0.5 0.1 -1.00
P 5.7000 -0.3739 0.1487 3.6 -5.5 5.8 0.87
O 5.9711 0.6744 1.2426 -1.9 2.5 -3.4 -0.78
N 7.3377 -0.9251 0.1301 1.0 0.3 -0.4 0.23
C 7.7673 -2.2675 0.4762 -0.2 -0.3 -0.7 -1.25
C 8.3718 0.0209 0.5520 -0.3 0.3 0.0 -1.01
N 5.3763 -1.5104 -1.1770 -0.7 3.1 -1.8 -0.01
C 6.1866 -1.2309 -2.3911 0.6 -0.2 -0.3 -1.05
C 3.9739 -1.4541 -1.6513 -0.6 -0.4 0.3 -1.02
H 4.2384 -3.2809 0.4744 0.0 -0.2 -0.1 0.23
H 4.1604 -3.1133 2.2213 -0.1 0.4 -0.1 0.41
H 5.6973 -3.2575 1.4740 0.1 0.1 -0.2 0.19
H 2.7336 -0.8477 0.9399 -0.2 -0.1 0.1 0.26
H 3.6417 0.2986 1.9251 0.2 -0.1 -0.1 0.29
H 3.1662 -1.2328 2.6152 0.2 -0.1 -0.1 0.39
H 7.7308 -2.4403 1.5571 0.0 -0.1 0.1 0.32
H 8.7986 -2.4417 0.1480 0.0 0.2 0.1 0.44
H 7.1843 -3.0297 -0.0438 -0.2 0.1 0.2 0.36
H 8.4255 0.0925 1.6446 0.1 0.1 0.0 0.30
H 8.1815 1.0138 0.1411 -0.1 -0.1 0.2 0.32
H 9.3566 -0.2802 0.1811 -0.1 -0.3 -0.1 0.31
H 6.0260 -0.2065 -2.7448 0.0 -0.1 -0.2 0.38
H 5.9298 -1.9244 -3.1963 -0.3 0.0 0.2 0.38
H 7.2550 -1.3648 -2.2229 -0.2 0.1 0.3 0.33
H 3.6844 -0.4309 -1.9108 -0.1 -0.1 -0.2 0.37
H 3.2693 -1.8270 -0.9088 0.2 0.1 0.2 -0.05
H 3.8253 -2.0934 -2.5264 0.3 0.1 0.0 0.51
C -5.3092 6.1831 1.5450 0.1 0.2 0.4 -0.77
N -4.8531 4.8455 1.2104 -1.5 -0.1 0.2 0.06
C -5.9871 3.9200 1.1666 0.2 -0.4 -0.3 -0.94
P -3.3192 4.1093 1.5126 -1.1 7.3 -5.2 0.90
O -3.3716 3.3928 0.1508 0.8 -3.6 2.9 -0.77
N -2.0766 5.1943 1.0001 1.1 0.0 0.0 0.23
C -2.2232 6.6342 0.8897 0.1 0.2 0.8 -1.28
C -1.1729 4.7336 -0.0553 -0.2 -0.4 0.0 -1.00
N -3.2606 4.8959 3.1040 1.1 -3.4 1.1 -0.12
C -1.9331 4.7767 3.7622 0.6 0.4 0.1 -1.05
C -4.2041 4.2968 4.0763 -0.7 0.2 0.1 -1.08
H -5.4266 6.3507 2.6211 0.0 0.1 0.1 0.28
H -6.2816 6.3927 1.0871 0.0 -0.4 0.0 0.39
H -4.6645 6.9602 1.1461 0.2 -0.1 0.1 0.18
H -6.3165 3.6293 2.1707 -0.3 0.0 0.1 0.30
H -5.7349 3.0032 0.6280 0.2 0.1 0.1 0.17
H -6.8432 4.3519 0.6399 0.2 0.1 0.1 0.39
H -2.8183 6.9166 0.0149 -0.1 0.1 0.0 0.30
H -1.2442 7.1177 0.7938 0.0 -0.2 -0.1 0.44
H -2.6547 7.0712 1.7919 -0.2 -0.1 -0.1 0.38
H -1.6363 4.8228 -1.0447 0.1 -0.1 0.0 0.29
H -0.8828 3.6942 0.1075 -0.2 0.1 -0.1 0.33
H -0.2445 5.3131 -0.0600 -0.2 0.2 0.2 0.31
H -1.6379 3.7269 3.8665 0.0 0.1 0.2 0.36
H -1.9498 5.2366 4.7539 -0.3 -0.1 0.0 0.41
H -1.1455 5.2947 3.2157 -0.3 -0.1 -0.2 0.30
H -4.0644 3.2141 4.1533 0.0 0.1 0.2 0.37
H -5.2443 4.4860 3.8127 0.1 0.0 -0.3 0.25
H -4.0771 4.7368 5.0694 0.2 0.0 -0.2 0.40
```
Forces are in eV/Å.

- HOMO level (eV) = -8.0
- SMILES string = CC(C)CCc1cccc2c1C(=O)C=CC2=O.CN(C)P(=O)(N(C)C)N(C)C.CN(C)P(=O)(N(C)C)N(C)C
- LUMO energy (Eh) = -0.052
- ΔE to the lowest compared entry with this formula, charge and spin (kcal per mole) = 295.1
- max |F| (Eh/bohr) = 0.175

Entry 3:
DFT (ωB97M-V/def2-TZVPD) results for a single C4H6O2 molecule.

Geometry as XYZ:
```
12
Properties=species:S:1:pos:R:3:forces:R:3:mulliken_charge:R:1
C 0.7405 0.4612 1.0924 0.7 0.2 1.5 -0.01
C -0.4909 1.2591 1.4764 0.4 1.1 -2.3 -0.62
C 0.4689 -0.4002 -1.2274 -2.3 -1.0 1.1 -0.48
C -0.0218 -0.3233 0.0154 0.6 -0.1 0.4 0.43
O -0.1598 -1.1107 -2.1591 -1.0 -0.7 -1.5 -0.52
O -1.1829 -1.0331 0.3196 1.1 0.0 -0.8 -0.51
H 1.6363 0.8786 0.4884 -1.3 -0.2 1.2 0.26
H 1.0980 -0.1595 2.0555 -0.7 1.0 -2.4 0.20
H -0.7135 2.1761 0.7202 1.1 -1.7 1.4 0.17
H 1.3853 -0.1026 -1.5894 1.9 1.1 -0.2 0.38
H -1.1117 -1.2762 -1.9970 0.8 0.2 0.5 0.34
H -1.6484 -0.3695 0.8049 -1.3 0.2 1.1 0.36
```
Forces are in eV/Å.

- HOMO level (alpha / beta) (eV) = -8.6 / -8.6
- LUMO energy (alpha / beta) (Eh) = -0.028 / -0.028
- ΔE to the lowest compared entry with this formula, charge and spin (kcal per mole) = 138.2
- max |F| (Eh/bohr) = 0.054

Entry 4:
DFT (ωB97M-V/def2-TZVPD) results for a single C15H22N2O4 molecule.

Geometry as XYZ:
```
43
Properties=species:S:1:pos:R:3:forces:R:3:mulliken_charge:R:1
C -0.3722 -2.1447 -0.9490 0.1 -0.1 0.3 -1.68
C 0.5053 -1.5999 0.1732 -0.5 0.5 -0.4 2.30
C 0.5798 -2.6085 1.3063 -1.0 0.5 1.1 -1.44
C 1.9373 -1.4058 -0.4308 0.0 -1.2 1.1 -1.25
C 2.8560 -0.3718 0.2668 -3.1 0.5 -1.1 -0.15
N 2.0107 0.7908 0.5337 1.1 -0.1 -0.1 -0.01
C 1.2017 1.5243 -0.2476 0.8 -0.7 -0.7 0.45
O 1.0699 1.4054 -1.4431 0.3 -0.8 -1.1 -0.72
C 0.4504 2.5739 0.4491 -1.5 0.0 2.5 -0.18
N 0.0558 3.5584 -0.4908 -0.6 -1.9 -1.7 -0.54
C -0.7744 1.9775 1.2477 2.2 1.8 1.8 -0.82
C -1.7589 1.1580 0.5613 -1.7 -1.0 -0.7 0.12
C -2.1654 1.2830 -0.7744 0.5 1.7 -0.4 -0.01
C -3.2202 0.6410 -1.4461 -0.2 -0.4 0.9 -0.82
C -3.9213 -0.3680 -0.7160 3.0 1.8 2.2 0.72
O -4.8269 -1.2409 -1.0802 -1.6 -1.4 -0.5 -0.52
C -3.4997 -0.5225 0.6531 -0.4 -0.5 0.1 -0.66
C -2.5249 0.2755 1.2845 -1.3 -2.7 -0.5 -0.15
C 4.1324 -0.0816 -0.4260 1.9 0.2 -1.0 0.24
O 4.6669 0.9838 -0.5888 -0.6 0.0 0.2 -0.58
O 4.7621 -1.2226 -0.8269 -0.5 0.0 0.2 -0.44
H -0.4137 -1.3852 -1.7371 0.0 -0.3 -0.1 0.37
H 0.2001 -3.0513 -1.2857 -1.2 0.4 -0.2 0.43
H -1.4264 -2.3064 -0.5729 1.2 -0.3 -0.5 0.27
H -0.0115 -0.6931 0.5452 0.7 -0.3 -0.3 -0.95
H 0.8168 -2.0068 2.2278 0.4 -1.1 -0.5 0.36
H -0.4520 -3.0466 1.5512 1.5 0.3 -0.6 0.36
H 1.3440 -3.3613 0.9958 -0.8 0.2 1.0 0.34
H 1.8868 -1.3246 -1.5091 0.1 0.5 -0.1 0.45
H 2.3609 -2.3902 -0.1927 0.4 0.2 -0.7 0.47
H 3.1090 -0.7341 1.2305 0.4 -0.6 1.0 0.49
H 2.0623 1.1447 1.4420 0.3 0.4 1.4 0.27
H 1.0163 2.8869 1.3608 0.3 0.7 -1.1 0.35
H 0.3264 4.4284 -0.2283 0.8 3.2 0.9 0.22
H 0.4785 3.3227 -1.3980 -0.3 0.2 0.4 0.27
H -1.2829 2.8851 1.7324 0.7 -1.1 -0.6 0.45
H -0.1856 1.4842 2.1171 -1.6 0.1 -1.1 0.10
H -1.6602 2.1126 -1.2835 -0.3 -0.6 -0.2 0.37
H -3.4638 1.0450 -2.4480 0.0 -0.8 0.6 0.34
H -5.1713 -1.1858 -1.9665 0.2 0.4 -0.5 0.31
H -3.9124 -1.3627 1.3090 0.2 1.3 -1.3 0.22
H -2.3859 -0.1071 2.2946 0.6 0.9 0.1 0.29
H 5.6003 -0.9600 -1.2407 -0.2 0.1 0.1 0.35
```
Forces are in eV/Å.

- HOMO level (eV) = -8.1
- SMILES string = CC(C)C[C@H](NC(=O)[C@@H](N)Cc1ccc(O)cc1)C(=O)O
- LUMO energy (Eh) = 0.018
- ΔE to the lowest compared entry with this formula, charge and spin (kcal per mole) = 65.5
- max |F| (Eh/bohr) = 0.080

Entry 5:
DFT (ωB97M-V/def2-TZVPD) results for a molecular structure, C5H7MgO5.

Geometry as XYZ:
```
18
Properties=species:S:1:pos:R:3:forces:R:3:mulliken_charge:R:1
O -4.1681 0.1261 -0.4826 1.0 -0.9 -0.6 -0.47
C -3.6633 -0.6652 0.2504 -1.5 1.7 1.1 0.78
O -3.7082 -1.1305 1.3457 1.1 -0.8 -0.8 -0.49
O -1.7043 -1.9396 -1.8318 0.7 0.3 0.5 -0.59
C -1.8059 -1.3312 -0.7672 -1.1 -0.4 -0.7 0.34
O -0.5238 -1.1575 -0.2208 1.5 0.1 0.0 -0.16
C -0.3116 -0.2174 0.8337 -0.7 0.2 0.5 -0.41
C 1.0787 0.3608 0.7947 0.4 -0.2 0.0 -0.66
O 1.3687 0.7691 -0.5249 -0.2 -0.3 -0.2 -0.23
C 2.5905 1.4696 -0.6435 0.2 0.1 0.0 -0.75
Mg 0.6854 -1.8893 -1.8177 -1.0 0.3 0.2 0.34
H -0.4681 -0.7555 1.7769 -0.1 0.4 -0.1 0.32
H -1.0384 0.5967 0.7224 0.0 -0.3 0.1 0.42
H 1.8183 -0.3901 1.1228 0.0 0.2 0.0 0.35
H 1.1223 1.2159 1.4910 0.0 -0.2 -0.1 0.36
H 2.7801 1.6003 -1.7151 -0.1 0.2 0.3 0.25
H 2.5158 2.4360 -0.1190 0.1 -0.2 -0.3 0.29
H 3.4320 0.9017 -0.2151 -0.2 0.0 0.0 0.32
```
Forces are in eV/Å.

- HOMO level (alpha / beta) (eV) = -7.3 / -8.8
- LUMO energy (alpha / beta) (Eh) = -0.005 / -0.061
- ΔE to the lowest compared entry with this formula, charge and spin (kcal per mole) = 13.7
- max |F| (Eh/bohr) = 0.049
- multiplicity = 2

Entry 6:
DFT (ωB97M-V/def2-TZVPD) results for a single C5H8O2 molecule.

Geometry as XYZ:
```
15
Properties=species:S:1:pos:R:3:forces:R:3:mulliken_charge:R:1
C -1.3024 0.1572 -0.3763 -2.6 0.7 -4.3 -1.42
C -0.1071 0.0598 0.4654 2.3 -0.7 2.3 0.35
C 0.8031 -1.2649 0.5644 -1.1 1.6 1.8 -0.48
C 1.9283 -0.5296 -0.1404 1.4 -1.6 -0.1 0.14
O 3.1095 -0.8181 -0.2011 -1.6 0.9 -0.2 -0.54
C 1.1487 0.7667 -0.3542 -0.9 0.3 1.3 -0.10
O 1.8493 1.9186 0.0660 -1.0 -0.2 -0.7 -0.53
H -1.2286 -0.2310 -1.5275 0.5 0.4 2.7 0.26
H -1.4594 1.2484 -0.6182 0.0 -0.8 0.5 0.35
H -2.3312 -0.2077 -0.1247 1.2 0.0 0.6 0.34
H -0.2976 0.3115 1.5832 0.2 0.4 -2.1 0.32
H 0.3418 -2.2012 0.3796 -0.1 -0.9 -1.2 0.34
H 1.0275 -1.3927 1.6650 0.4 0.3 -1.1 0.23
H 0.6392 0.9841 -1.3062 1.0 -0.2 0.0 0.40
H 2.2578 1.7404 0.9078 0.3 -0.1 0.5 0.34
```
Forces are in eV/Å.

- HOMO level (eV) = -9.7
- SMILES string = C[C@H]1CC(=O)[C@@H]1O
- LUMO energy (Eh) = 0.026
- ΔE to the lowest compared entry with this formula, charge and spin (kcal per mole) = 57.3
- max |F| (Eh/bohr) = 0.098